## i
Computed, not measured: C14H18AuBrI2O2S3 as an isolated structure, with the ωB97M-V functional and the def2-TZVPD basis.

## Properties
- total charge = +2
- HOMO-LUMO gap (spin up / spin down) (eV) = 3.5 / 3.4
- E_HOMO (spin up / spin down) (eV) = -14.23 / -14.22

Cartesian coordinates (Å):
Au -0.16 -0.54 -0.26
C 3.31 2.31 3.01
C 1.84 2.74 3.09
S 0.67 1.90 2.00
C -0.10 0.63 3.07
C 0.74 -0.61 3.28
S 1.38 -1.42 1.77
C 2.93 -0.50 1.45
C 3.93 -0.50 2.59
S 3.67 0.76 3.89
H 3.89 3.06 3.54
H 3.66 2.25 1.98
H 1.79 3.79 2.78
H 1.48 2.66 4.12
H -1.04 0.39 2.57
H -0.33 1.09 4.03
H 0.15 -1.38 3.77
H 1.61 -0.40 3.90
H 2.67 0.51 1.13
H 3.36 -1.03 0.60
H 4.93 -0.32 2.19
H 3.93 -1.45 3.12
I -2.95 -1.03 0.18
C -3.23 -0.76 -1.94
I -1.36 -0.05 -2.79
H -4.03 -0.04 -2.09
H -3.50 -1.73 -2.36
Br 3.03 3.05 -0.57
C 3.94 2.10 -1.93
C 5.21 2.51 -2.30
C 5.89 1.82 -3.29
C 5.31 0.72 -3.89
C 4.02 0.32 -3.54
C 3.34 1.01 -2.56
C 1.91 0.58 -2.21
O 1.10 0.61 -3.11
O 1.78 0.24 -1.01
H 5.65 3.37 -1.83
H 6.89 2.14 -3.57
H 5.85 0.15 -4.63
H 3.56 -0.52 -4.03

=====

## ii
Computed, not measured: C14H18AuBrI2O2S3 as an isolated structure, with the ωB97M-V functional and the def2-TZVPD basis.

## Properties
- total charge = +2
- HOMO-LUMO gap (eV) = 8.3
- E_HOMO (eV) = -14.61

Cartesian coordinates (Å):
Au -2.36 0.34 -2.11
C 0.05 -2.11 2.59
C 0.23 -0.62 2.91
S 0.01 0.59 1.58
C -1.74 0.98 1.35
C -2.88 -0.02 1.17
S -2.94 -1.05 -0.33
C -1.72 -2.39 -0.14
C -1.97 -3.33 1.02
S -1.65 -2.71 2.69
H 0.63 -2.63 3.36
H 0.50 -2.37 1.64
H 1.25 -0.41 3.23
H -0.43 -0.27 3.70
H -1.69 1.68 0.51
H -1.93 1.59 2.25
H -3.79 0.58 1.08
H -2.99 -0.66 2.04
H -0.72 -1.98 -0.15
H -1.86 -2.93 -1.08
H -1.38 -4.23 0.86
H -3.02 -3.64 1.06
I -2.10 0.93 -4.71
C -3.42 2.59 -4.53
I -3.84 2.97 -2.49
H -4.34 2.35 -5.05
H -2.93 3.46 -4.96
Br 2.54 2.26 -3.17
C 3.27 1.54 -1.59
C 4.61 1.79 -1.37
C 5.24 1.30 -0.23
C 4.53 0.55 0.70
C 3.19 0.30 0.49
C 2.53 0.80 -0.65
C 1.11 0.54 -0.84
O 0.49 -0.24 0.29
O 0.36 0.80 -1.72
H 5.17 2.36 -2.09
H 6.29 1.50 -0.08
H 5.02 0.15 1.58
H 2.66 -0.33 1.19

=====

According to the calculations, the structures order from most to least stable as ii, i.